106
Properties=species:S:1:pos:R:3:mulliken_charge:R:1 method="wB97M-V/def2-TZVPD" total_energy_ev=-142172.91210 total_charge=+3 spin_multiplicity=2 orbital_gap_ev="5.84 / 6.44"
V 1.058 0.513 0.313 0.2951
C -1.499 -6.369 0.851 -2.3186
C -1.014 -4.972 1.232 1.7689
C -1.051 -4.816 2.768 -1.6404
C -1.893 -3.885 0.613 0.5210
C -3.230 -4.046 0.275 0.0427
C -3.985 -2.993 -0.238 -1.4573
C -3.412 -1.752 -0.434 -0.2562
C -2.067 -1.567 -0.112 0.2939
P -1.248 0.030 -0.373 2.0249
C -2.355 1.146 0.557 1.0046
C -2.262 1.130 1.954 -1.1713
C -3.209 1.787 2.730 -0.9375
C -4.266 2.456 2.118 -1.0595
C -4.366 2.469 0.734 -0.9506
C -3.414 1.820 -0.048 0.1584
C -1.392 0.354 -2.147 0.5460
C -1.351 -0.744 -3.009 -0.7018
C -1.516 -0.558 -4.374 -0.7248
C -1.712 0.719 -4.886 -0.9553
C -1.713 1.818 -4.035 -0.7610
C -1.545 1.637 -2.670 -0.3141
C -1.363 -2.626 0.411 -0.9040
O -0.033 -2.372 0.708 0.1232
C 0.827 -3.435 0.510 -1.0561
C 2.083 -3.107 0.044 -0.5472
C 3.040 -4.109 -0.104 -0.4282
C 2.677 -5.414 0.168 -1.3504
C 1.379 -5.716 0.573 -0.0284
C 0.416 -4.729 0.751 0.6202
P 2.397 -1.407 -0.440 2.0603
C 4.119 -1.175 0.055 0.5427
C 5.161 -1.157 -0.863 -0.1788
C 6.468 -0.992 -0.412 -0.8094
C 6.725 -0.855 0.946 -0.6205
C 5.680 -0.884 1.869 -0.8315
C 4.377 -1.042 1.425 -0.3610
C 2.272 -1.287 -2.237 0.7751
C 2.156 -2.435 -3.016 -0.7869
C 2.051 -2.325 -4.397 -0.8144
C 2.048 -1.076 -5.005 -0.7541
C 2.140 0.077 -4.236 -0.6923
C 2.245 -0.028 -2.859 -0.2957
H -2.504 -6.543 1.235 0.5470
H -0.865 -7.132 1.304 0.5246
H -1.507 -6.517 -0.232 0.4398
H -2.073 -4.943 3.134 0.4013
H -0.693 -3.829 3.079 0.3388
H -0.418 -5.574 3.238 0.4152
H -3.705 -5.010 0.411 0.3424
H -5.026 -3.152 -0.489 0.4600
H -4.002 -0.940 -0.844 0.5862
H -1.490 0.554 2.447 0.5912
H -3.143 1.749 3.811 0.4882
H -5.024 2.941 2.723 0.5716
H -5.206 2.961 0.254 0.8064
H -3.529 1.819 -1.126 0.6387
H -1.223 -1.747 -2.617 0.4008
H -1.509 -1.415 -5.037 0.5292
H -1.874 0.859 -5.949 0.4671
H -1.862 2.814 -4.439 0.5479
H -1.535 2.494 -2.010 0.1134
H 4.045 -3.874 -0.438 0.6064
H 3.402 -6.209 0.056 0.4418
H 1.123 -6.752 0.758 0.3764
H 4.960 -1.267 -1.924 0.4614
H 7.285 -0.984 -1.123 0.4670
H 7.747 -0.743 1.292 0.4490
H 5.890 -0.799 2.929 0.4813
H 3.565 -1.081 2.145 0.4644
H 2.167 -3.415 -2.554 0.4571
H 1.980 -3.223 -5.000 0.4723
H 1.975 -1.000 -6.086 0.4628
H 2.141 1.051 -4.711 0.4988
H 2.337 0.887 -2.289 0.0164
Cl 1.786 5.559 5.158 -0.1250
C 1.448 4.164 4.232 -0.0309
C 1.455 2.919 4.837 -0.3610
C 1.221 1.797 4.067 0.0971
Cl 1.234 0.229 4.772 -0.1582
C 0.985 1.927 2.713 0.2341
O 0.931 0.755 1.921 0.0427
C 0.910 3.170 2.111 -0.7638
C 0.577 3.377 0.637 0.1344
O 0.438 2.261 -0.187 0.3592
C 1.167 4.291 2.882 -0.9167
H 1.654 2.819 5.897 0.5388
H 1.301 4.087 0.246 0.3316
H 1.143 5.284 2.439 0.5801
N 3.762 2.135 0.084 -0.0263
C 2.883 1.405 0.028 0.0235
H 4.651 2.621 0.080 0.2817
F -4.347 7.034 -1.037 -0.2456
C -4.499 5.883 -0.391 0.7016
F -5.128 5.012 -1.192 -0.2005
F -5.232 6.079 0.699 -0.2646
C -3.145 5.300 -0.042 0.4539
C -2.886 4.814 1.224 -1.0332
C -1.670 4.222 1.473 -0.0948
N -0.745 4.132 0.498 0.5321
C -0.986 4.620 -0.738 -0.6302
C -2.178 5.215 -1.035 -0.8136
H -3.618 4.886 2.016 0.8095
H -1.422 3.812 2.440 0.4650
H -0.191 4.514 -1.463 0.5586
H -2.352 5.613 -2.025 0.5858